#A
Below is a 2-piece molecular cluster, C4H10O3 overall, with properties calculated with ωB97M-V/def2-TZVPD.

## Properties
* Kohn-Sham gap: 0.3910 Ha
* SMILES: O=CCCCO.O
* LUMO energy: 0.80 eV

Geometry (Å):
O -0.1627 -0.5261 -1.7559
C 0.4423 0.2740 -1.0576
C 0.1939 0.3730 0.4294
C -1.1749 0.4753 1.0937
C -1.1046 -0.4952 2.4267
O -0.3299 -1.6729 2.2325
H 0.8454 1.1038 -1.6539
H 0.7077 -0.6065 0.7878
H 0.8951 1.0308 0.8548
H -1.7908 1.3740 1.3456
H -1.9053 -0.0340 0.4005
H -2.1103 -0.6616 2.8818
H -0.5756 0.1611 3.3671
H -0.5089 -2.1402 1.3949
H 2.7893 0.6719 -4.7542
H 1.3788 0.3295 -4.0800
O 2.4106 0.3433 -3.9131

#B
Below is a 2-piece molecular cluster, C4H10O3 overall, with properties calculated with ωB97M-V/def2-TZVPD.

## Properties
* Kohn-Sham gap: 0.3994 Ha
* SMILES: CCCC(=O)O.O
* LUMO energy: 0.42 eV

Geometry (Å):
O 2.1706 -0.0647 0.1186
C 1.1462 -0.0395 -0.5148
O 0.7421 1.0572 -1.1914
C 0.1933 -1.2096 -0.6405
C -0.8326 -1.2360 0.5213
C -1.3219 -2.6420 0.7931
H 1.3815 1.7656 -1.0339
H 0.8475 -2.0698 -0.6724
H -0.3400 -1.0953 -1.5723
H -0.4296 -0.7411 1.3956
H -1.6779 -0.6394 0.1606
H -1.8600 -3.0585 -0.0470
H -1.9217 -2.7208 1.6990
H -0.4788 -3.3148 0.9964
H 1.4033 5.0406 -0.4045
H 0.0420 5.5760 0.0335
O 0.9361 5.3920 0.3587

#C
Below is a 2-piece molecular cluster, C4H10O3 overall, with properties calculated with ωB97M-V/def2-TZVPD.

## Properties
* Kohn-Sham gap: 0.3851 Ha
* SMILES: O=CCCCO.O
* LUMO energy: 0.74 eV

Geometry (Å):
C -1.3262 0.7474 -0.1216
O -1.2096 2.1161 0.2995
C -0.6213 0.6737 -1.4902
C 0.9206 0.4565 -1.2925
C 1.5916 0.7630 -2.5973
O 1.3367 0.1690 -3.6124
H -2.4058 0.6566 -0.3187
H -0.9258 -0.0143 0.5401
H -1.9645 2.3306 0.8451
H -0.8154 1.5680 -2.0731
H -0.9849 -0.2346 -1.9769
H 1.3500 0.9157 -0.4085
H 0.9845 -0.6207 -1.1224
H 2.4025 1.5227 -2.5670
H 0.2872 -4.3672 5.5616
H 0.5553 -2.9049 5.3121
O 0.8252 -3.7776 5.0221

#D
Below is a 3-piece molecular cluster, C4H10O3 overall, with properties calculated with ωB97M-V/def2-TZVPD.

## Properties
* Kohn-Sham gap: 0.3399 Ha
* SMILES: C=CC(=C)O.O.O
* LUMO energy: 0.59 eV

Geometry (Å):
C 2.5257 0.2409 -0.9046
C 1.3938 0.1086 -0.1843
O 0.7140 -1.0729 -0.1036
C 0.8880 1.2747 0.6621
C 1.6058 2.3918 0.7096
H 3.1138 -0.5803 -1.1540
H 2.6722 1.2638 -1.3748
H 1.3103 -1.7487 0.3413
H -0.1588 1.1459 0.8518
H 2.5665 2.6916 0.0347
H 1.1654 3.2696 1.1756
H -3.7019 -3.1912 0.2442
H -4.5614 -2.2905 1.1289
O -3.6431 -2.3443 0.7817
H -1.9815 -0.0401 -0.0312
H -0.9954 -0.2474 -1.1159
O -1.8094 0.3711 -0.9027

Which is most stable, and by how much? #B, by 34.4 kcal/mol.

#A
Below is a 2-piece molecular cluster, C4H10O3 overall, with properties calculated with ωB97M-V/def2-TZVPD.

## Properties
* Kohn-Sham gap: 0.3773 Ha
* SMILES: C[C@@H](O)CC=O.O
* LUMO energy: 0.58 eV

Geometry (Å):
O -2.3480 -0.2159 -2.0516
C -1.3830 0.0831 -1.4077
C -0.1987 -0.7742 -0.9168
C -0.6394 -1.1082 0.5266
C -0.0895 -2.4105 1.0768
O -0.1009 0.0243 1.2417
H -1.3196 1.0916 -0.9266
H 0.7290 -0.2416 -1.0791
H -0.1537 -1.7176 -1.4722
H -1.7261 -1.2441 0.6433
H -0.2542 -2.6046 2.1338
H 0.9752 -2.4337 0.8385
H -0.6059 -3.2533 0.6037
H 0.0255 -0.1764 2.1817
H 1.8668 4.4794 -0.0909
H 2.9648 5.1943 -0.9801
O 2.2578 5.3073 -0.3211

#B
Below is a 2-piece molecular cluster, C4H10O3 overall, with properties calculated with ωB97M-V/def2-TZVPD.

## Properties
* Kohn-Sham gap: 0.3806 Ha
* SMILES: O=CCCCO.O
* LUMO energy: 0.43 eV

Geometry (Å):
O 0.3119 -3.7018 -0.8478
C 0.4798 -2.9122 0.0482
C -0.5898 -1.9149 0.4410
C -0.5022 -0.4458 -0.0737
C 0.7619 0.1816 0.4875
O 1.1492 1.3454 -0.1868
H 1.4117 -2.9479 0.6109
H -1.4772 -2.4370 0.0870
H -0.4540 -1.8220 1.5192
H -0.4877 -0.5635 -1.1585
H -1.4381 -0.0388 0.3013
H 1.5927 -0.5036 0.5425
H 0.5581 0.3732 1.5541
H 0.5171 1.7159 -0.7991
H -1.0584 4.2133 -1.4027
H -0.4551 4.7471 -0.0868
O -0.3200 4.7110 -1.0364

Which is most stable, and by how much? #A, by 3.5 kcal/mol.

#A
Below is C4H10O3 as an isolated structure, with properties calculated with ωB97M-V/def2-TZVPD.

## Properties
* Kohn-Sham gap (spin up / spin down): 0.3183 / 0.2436 Ha
* LUMO energy (spin up / spin down): 0.92 / -0.10 eV

Geometry (Å):
C 2.7952 -0.0035 -0.1506
O 1.6249 0.1430 0.6101
C 0.4698 0.1146 -0.1702
C -0.7410 -0.1471 0.7082
O -1.2238 1.0175 1.3713
C -1.8613 -0.7951 0.0466
O -3.0494 -0.2310 0.0947
H 3.6412 0.0642 0.5374
H 2.8826 0.7843 -0.9124
H 2.8207 -0.9815 -0.6592
H -0.7467 0.7419 -1.4784
H 0.5556 -0.6358 -0.9771
H -0.3834 -0.8854 1.4448
H -0.7054 1.7396 0.9789
H -1.8521 -1.8308 -0.2746
H -1.3385 0.2783 -1.7226
H -2.8885 0.6268 0.5531

#B
Below is a 3-piece molecular cluster, C4H10O3 overall, with properties calculated with ωB97M-V/def2-TZVPD.

## Properties
* Kohn-Sham gap: 0.2946 Ha
* SMILES: C=C/C=C/O.O.O
* LUMO energy: 0.08 eV

Geometry (Å):
C -0.4344 2.5273 2.0500
C -1.1087 2.1587 0.9303
C -0.9552 0.8354 0.3497
C -0.2330 -0.1885 0.8717
O 0.8021 -0.8584 0.3203
H -1.0050 3.3070 2.5419
H 0.4482 2.0167 2.4474
H -2.0400 2.6791 0.7102
H -1.5567 0.7034 -0.5601
H -0.2769 -0.4817 1.9413
H 1.3606 -0.2863 -0.2397
H 1.7678 -0.2248 -2.8309
H 1.7999 -1.4528 -1.9777
O 2.2639 -0.6122 -2.0991
H -0.4955 -2.5024 -2.0796
H -0.4676 -2.2698 -0.5381
O -0.9274 -2.7308 -1.2545

Which is most stable, and by how much? #B, by 52.2 kcal/mol.

#A
Below is a 2-piece molecular cluster, C4H12O2 overall, with properties calculated with ωB97M-V/def2-TZVPD.

## Properties
* Kohn-Sham gap: 0.3850 Ha
* SMILES: CCCCO.O
* LUMO energy: 0.68 eV

Geometry (Å):
C -0.7863 -1.0296 1.7827
O -1.3352 -2.3267 1.6121
C -0.5797 -0.2053 0.4805
C 0.4250 0.8756 0.7878
C 0.5848 1.8662 -0.3743
H -1.6499 -0.5685 2.3270
H 0.0390 -0.9325 2.4821
H -1.7090 -2.4394 0.7395
H -1.4582 0.2168 -0.0673
H -0.1977 -0.9070 -0.2642
H 1.3848 0.3618 0.8799
H 0.2383 1.1435 1.8396
H -0.3439 2.0681 -0.9269
H 1.3248 1.4190 -1.0349
H 0.9923 2.8578 -0.0425
H 0.8887 0.8372 -4.2238
H 1.5540 -0.2355 -3.4441
O 1.4175 0.7160 -3.4329

#B
Below is a 2-piece molecular cluster, C4H12O2 overall, with properties calculated with ωB97M-V/def2-TZVPD.

## Properties
* Kohn-Sham gap: 0.4017 Ha
* SMILES: CCO.CCO
* LUMO energy: 0.85 eV

Geometry (Å):
C -0.8007 0.4071 -2.7138
O -0.3490 -0.8098 -3.3522
C -2.1789 0.2396 -2.0939
H -0.1074 0.4662 -1.8698
H -0.6662 1.1914 -3.4550
H -1.0203 -1.4945 -3.2985
H -2.4746 1.2454 -1.8305
H -2.8544 -0.2368 -2.7956
H -2.0561 -0.2809 -1.1489
C 0.9018 0.3731 2.3323
O 1.3929 0.4575 1.0092
C 1.7988 -0.4782 3.2319
H 0.9091 1.3902 2.7171
H -0.1177 -0.0318 2.3344
H 1.4710 -0.4368 0.6389
H 1.7713 -1.5333 2.9288
H 2.8382 -0.1475 3.0907
H 1.5423 -0.3209 4.2749

#C
Below is a 2-piece molecular cluster, C4H12O2 overall, with properties calculated with ωB97M-V/def2-TZVPD.

## Properties
* Kohn-Sham gap: 0.3908 Ha
* SMILES: CCC.OCO
* LUMO energy: 0.91 eV

Geometry (Å):
C 2.0450 -0.1628 -0.5175
O 2.2682 0.3576 0.7691
O 2.1389 -1.5635 -0.5347
H 3.1155 0.0414 1.1118
H 1.3999 -1.9115 -0.0187
H 2.8251 0.1804 -1.2082
H -0.1183 -0.2793 -0.9946
C -1.2169 -0.0519 -0.4092
C -1.5521 1.4333 -0.3826
C -1.2252 -0.6780 0.9804
H -1.9475 -0.5732 -1.0355
H 0.8235 0.2724 -0.6514
H -2.5094 1.6249 0.1051
H -2.1685 -0.5041 1.5015
H -0.4240 -0.2441 1.5805
H -1.0738 -1.7572 0.9297
H -0.7815 1.9755 0.1673
H -1.5990 1.8401 -1.3930

#D
Below is a 2-piece molecular cluster, C4H12O2 overall, with properties calculated with ωB97M-V/def2-TZVPD.

## Properties
* Kohn-Sham gap: 0.3909 Ha
* SMILES: CCO.CCO
* LUMO energy: 0.41 eV

Geometry (Å):
C 2.5142 -0.9960 2.3002
O 1.5165 -1.8280 1.6848
C 2.2672 -0.4883 3.7680
H 2.6182 -0.1857 1.4848
H 3.4606 -1.7687 2.1769
H 1.2544 -1.4195 0.8990
H 1.4247 0.2188 3.7610
H 3.1254 -0.3487 4.4251
H 1.8252 -1.4250 4.1179
C -2.4468 0.8576 -2.2495
O -1.2413 1.3639 -1.6460
C -2.5693 1.1228 -3.7830
H -3.2000 1.4556 -1.6760
H -2.5043 -0.2358 -2.0532
H -0.9455 0.8457 -0.8952
H -3.2270 2.1198 -4.0000
H -3.0037 0.2628 -4.4289
H -1.6217 1.2170 -4.3352

Which is most stable, and by how much? #B, by 3.2 kcal/mol.

#A
Below is a 2-piece molecular cluster, C4H12O2 overall, with properties calculated with ωB97M-V/def2-TZVPD.

## Properties
* Kohn-Sham gap: 0.3772 Ha
* SMILES: CCCOC.O
* LUMO energy: 0.74 eV

Geometry (Å):
O 1.1040 -2.6534 2.4025
C 0.3124 -2.8364 3.6339
C 0.0000 0.0000 0.0000
C 0.3601 -2.1571 1.3574
C 0.4341 -0.6146 1.2733
H 0.9613 -2.8785 4.5248
H -0.3261 -3.7357 3.6209
H -0.3346 -1.9465 3.7116
H -0.8550 -0.4827 -0.5026
H 0.8674 -0.0234 -0.6809
H -0.2596 1.0526 0.2029
H -0.6728 -2.5383 1.4723
H 0.7784 -2.5930 0.4298
H 1.4994 -0.3195 1.3336
H -0.0865 -0.1760 2.1462
O -0.4464 -5.1585 6.8233
H -0.8920 -5.2728 7.6931
H -1.1810 -5.1387 6.1689

#B
Below is a 2-piece molecular cluster, C4H12O2 overall, with properties calculated with ωB97M-V/def2-TZVPD.

## Properties
* Kohn-Sham gap: 0.3862 Ha
* SMILES: COC.COC
* LUMO energy: 0.82 eV

Geometry (Å):
O 1.1369 -3.3242 2.0483
C 0.2248 -2.5798 2.8941
C 2.4349 -2.7290 1.8770
H -0.7823 -2.9987 2.7301
H 0.2344 -1.5365 2.5361
H 0.4347 -2.5821 3.9770
H 2.2287 -1.9310 1.1440
H 3.2478 -3.3640 1.4865
H 2.7733 -2.2634 2.8180
O -1.8905 3.0181 -2.7286
C -2.0472 2.4809 -1.4607
C -0.6763 2.7953 -3.3742
H -2.9202 2.9108 -0.9415
H -1.1619 2.5931 -0.8125
H -2.2295 1.4054 -1.6242
H -0.6508 1.7221 -3.6274
H 0.1293 3.0053 -2.6507
H -0.4860 3.3778 -4.2914

Which is most stable, and by how much? #A, by 25.7 kcal/mol.

#A
Below is a 2-piece molecular cluster, C4H12O2 overall, with properties calculated with ωB97M-V/def2-TZVPD.

## Properties
* Kohn-Sham gap: 0.3896 Ha
* SMILES: CCCOC.O
* LUMO energy: 0.81 eV

Geometry (Å):
O 0.1251 -0.7399 1.8684
C 1.1083 -1.7243 2.2658
C -1.5856 0.2466 -1.3113
C -0.2718 -0.9571 0.5086
C -0.9212 0.3594 0.0235
H 0.7888 -2.7689 2.1135
H 1.2708 -1.5597 3.3443
H 2.0642 -1.5683 1.7381
H -2.3566 -0.5410 -1.2671
H -0.9137 0.0339 -2.1597
H -2.0820 1.2153 -1.4898
H -1.0445 -1.7320 0.3410
H 0.5861 -1.1891 -0.1514
H -0.2663 1.2508 0.0669
H -1.7971 0.5534 0.6721
O 1.7846 2.6430 -2.1352
H 1.2942 3.2988 -1.5895
H 2.2166 3.1790 -2.8383

#B
Below is a 2-piece molecular cluster, C4H12O2 overall, with properties calculated with ωB97M-V/def2-TZVPD.

## Properties
* Kohn-Sham gap: 0.4068 Ha
* SMILES: CCO.CCO
* LUMO energy: 0.89 eV

Geometry (Å):
C 1.9738 -1.0500 0.3836
C 1.0345 -0.9255 1.5869
O 2.6354 0.2371 0.2877
H 2.7440 -1.8188 0.4359
H 1.4672 -1.1677 -0.5699
H 1.4659 -1.3029 2.5142
H 3.3683 0.2795 0.8937
H 0.2079 -1.6231 1.4126
H 0.6737 0.0855 1.6993
C -1.7590 1.1928 -0.3534
C -1.1138 0.5518 -1.6028
O -3.1489 1.2364 -0.6699
H -1.5350 0.5556 0.4996
H -1.4518 2.2208 -0.2164
H -0.1003 0.1472 -1.5646
H -3.6040 0.4331 -0.4159
H -1.1658 1.2708 -2.4097
H -1.6921 -0.3226 -1.9109

#C
Below is a 3-piece molecular cluster, C4H12O2 overall, with properties calculated with ωB97M-V/def2-TZVPD.

## Properties
* Kohn-Sham gap: 0.3784 Ha
* SMILES: C/C=C/C.O.O
* LUMO energy: 0.69 eV

Geometry (Å):
C 0.1422 -0.9656 -0.6537
C -1.0648 -0.2296 -0.1001
C -1.0015 0.7761 0.7581
C -2.0638 1.6295 1.2932
H 0.2391 -1.9528 -0.2061
H 0.2075 -1.1424 -1.7122
H 1.0242 -0.3975 -0.3447
H -2.0202 -0.7169 -0.3256
H -0.0265 1.1284 1.0917
H -1.8357 2.4538 1.9856
H -2.5532 2.3474 0.5924
H -2.8534 1.0227 1.7704
H 0.7266 0.0746 -2.4746
H 1.9376 -0.6031 -2.9849
O 1.6016 0.2990 -2.8218
H 0.9431 -0.8759 2.2312
H 1.3150 -1.8462 1.3124
O 1.7528 -1.1038 1.7517

Which is most stable, and by how much? #A, by 4.3 kcal/mol.